No. 1
{
  "formula": "C3H4N4",
  "method": "ωB97M-V with the def2-TZVPD basis set",
  "smiles": "Nc1cncnn1",
  "homo_energy_ev": -9.1,
  "max_force_ha_per_bohr": 0.06304,
  "orbital_gap_ev": 9.03,
  "symbols": ["N", "C", "C", "N", "C", "N", "N", "H", "H", "H", "H"],
  "positions_angstrom": [[-0.808775, -1.275369, -1.182117], [-0.385074, -0.419038, -0.229959], [0.948019, -0.429584, 0.233447], [1.531024, 0.642710, 0.750484], [0.703872, 1.712631, 0.598265], [-0.603931, 1.559760, 0.681868], [-1.191905, 0.388896, 0.453776], [-0.102449, -1.841182, -1.633955], [-1.702435, -1.718025, -1.047481], [0.535932, -1.353689, 0.795754], [1.075722, 2.732890, 0.579918]],
  "atomic_forces_ev_per_a": [[-0.110, -0.393, 0.328], [-0.963, 1.290, -1.000], [-1.320, -0.779, 1.458], [-0.583, -0.364, -0.406], [-0.060, 0.012, 0.133], [0.211, 0.463, 0.146], [-0.111, 0.183, -0.999], [-0.067, 0.033, 0.238], [-0.288, 0.135, -0.205], [3.223, -0.334, 0.102], [0.068, -0.245, 0.205]]
}

=====

No. 2
{
  "formula": "C3H4N4",
  "method": "ωB97M-V with the def2-TZVPD basis set",
  "smiles": "Nc1cncnn1",
  "homo_energy_ev": -9.3,
  "max_force_ha_per_bohr": 0.01932,
  "orbital_gap_ev": 9.51,
  "symbols": ["N", "C", "C", "N", "C", "N", "N", "H", "H", "H", "H"],
  "positions_angstrom": [[-0.423481, -0.262242, -1.946943], [-0.034738, 0.094535, -0.672705], [0.927601, -0.610786, 0.112688], [0.955063, -0.451397, 1.418825], [-0.019466, 0.353482, 1.899298], [-0.630529, 1.271520, 1.171900], [-0.589321, 1.194323, -0.157807], [-0.580489, -1.245722, -2.119074], [-1.156928, 0.351540, -2.291970], [1.761889, -1.104045, -0.380682], [-0.209600, 0.408790, 2.966468]],
  "atomic_forces_ev_per_a": [[0.291, 0.383, 0.024], [-0.327, -0.009, 0.361], [0.039, 0.781, -0.203], [-0.842, -0.222, -0.231], [0.654, 0.586, -0.223], [0.023, 0.006, -0.045], [-0.125, -0.949, 0.267], [0.171, 0.215, 0.030], [0.179, -0.306, 0.021], [-0.254, -0.334, 0.122], [0.191, -0.151, -0.123]]
}

=====

No. 3
{
  "formula": "C3H4N4O",
  "method": "ωB97M-V with the def2-TZVPD basis set",
  "smiles": "[H]/N=c1\\nc(N)nco1",
  "homo_energy_ev": -9.4,
  "max_force_ha_per_bohr": 0.10513,
  "orbital_gap_ev": 9.89,
  "symbols": ["C", "C", "C", "H", "H", "H", "H", "N", "N", "N", "N", "O"],
  "positions_angstrom": [[-0.570243, -0.602193, 0.048053], [1.222576, 0.273443, 1.121739], [0.538984, 1.219929, -0.869918], [-1.125249, -2.211725, 1.308192], [-2.180796, -2.406304, -0.336868], [1.814908, 0.526262, 2.128992], [-0.250929, 2.063045, -2.456793], [-1.267634, -1.894284, 0.132352], [0.442017, -0.749039, 1.176331], [0.404300, 2.347244, -1.562959], [-0.488158, 0.248251, -0.885436], [1.460225, 1.185370, 0.196314]],
  "atomic_forces_ev_per_a": [[1.584, -5.010, 1.272], [1.339, -0.755, 4.335], [-2.860, 3.256, -0.969], [-0.727, 1.138, -5.021], [3.122, 2.841, 1.296], [-0.802, -0.711, -2.578], [1.668, 0.927, 3.182], [-1.116, -0.482, 3.494], [-1.490, 2.876, -2.116], [0.078, -4.336, -1.150], [0.285, -0.022, -0.387], [-1.082, 0.278, -1.358]]
}

=====

No. 4
{
  "formula": "C3H4N4O",
  "method": "ωB97M-V with the def2-TZVPD basis set",
  "homo_energy_ev": -8.8,
  "max_force_ha_per_bohr": 0.14163,
  "orbital_gap_ev": 7.87,
  "symbols": ["C", "C", "C", "H", "H", "H", "H", "N", "N", "N", "N", "O"],
  "positions_angstrom": [[-0.574111, -1.151984, -0.046481], [-1.833549, -0.574893, 0.220138], [0.269142, 1.064746, -0.116839], [2.623370, -0.356945, -0.702351], [-0.294011, -2.176908, 0.048257], [-2.649276, -1.230254, 0.578486], [1.941364, 1.426518, 0.666395], [0.533987, -0.369089, -0.418666], [-1.925729, 0.847135, -0.052338], [-0.917892, 1.528188, -0.495451], [1.176005, 1.940879, 0.325551], [1.650705, -0.947388, -0.006701]],
  "atomic_forces_ev_per_a": [[-1.372, 1.765, 0.146], [3.768, 0.285, -0.611], [6.931, 0.277, 0.488], [-4.182, -2.586, 2.817], [-0.276, -0.684, 0.032], [0.332, 1.195, -0.375], [1.560, -0.818, 0.582], [-4.741, 2.315, 1.135], [-0.694, -1.263, -1.645], [-4.084, -0.375, 1.563], [-3.783, -2.227, -1.728], [6.541, 2.114, -2.405]]
}

=====

No. 5
{
  "formula": "C3H4N4O",
  "method": "ωB97M-V with the def2-TZVPD basis set",
  "smiles": "C/N=c1/cnonn1",
  "homo_energy_ev": -9.7,
  "max_force_ha_per_bohr": 0.10142,
  "orbital_gap_ev": 8.66,
  "symbols": ["C", "C", "C", "H", "H", "H", "H", "N", "N", "N", "N", "O"],
  "positions_angstrom": [[0.631967, 1.450446, -1.320752], [-0.002642, -0.162455, 0.275111], [0.296266, -1.548165, 0.784433], [-0.452771, 1.826978, -1.343678], [1.177195, 1.099769, -2.252017], [1.449322, 2.309764, -1.170497], [1.227957, -1.798708, 0.204718], [0.975575, 0.459818, -0.258539], [-0.407253, -2.080687, 1.676265], [-1.996067, -0.468385, 1.061172], [-1.267601, 0.199448, 0.231972], [-1.631949, -1.287823, 2.111811]],
  "atomic_forces_ev_per_a": [[2.812, 2.147, 0.979], [4.313, -0.928, -0.090], [0.263, 2.948, -0.444], [1.874, -0.669, -0.362], [-1.637, -0.276, 0.687], [-2.299, -1.054, 0.150], [-0.901, -1.208, 1.372], [-1.018, -0.177, -1.780], [-0.108, -1.401, 1.175], [-2.722, 2.710, -0.206], [-3.995, -2.377, 2.364], [3.418, 0.286, -3.847]]
}

=====

No. 6
{
  "formula": "C3H4N4O",
  "method": "ωB97M-V with the def2-TZVPD basis set",
  "smiles": "N/N=C/c1ncno1",
  "homo_energy_ev": -9.7,
  "max_force_ha_per_bohr": 0.13218,
  "orbital_gap_ev": 8.59,
  "symbols": ["C", "C", "C", "H", "H", "H", "H", "N", "N", "N", "N", "O"],
  "positions_angstrom": [[0.356206, 0.616803, -0.801345], [-0.172230, -0.242688, 0.128723], [-1.104653, -1.975251, 1.019044], [2.318902, 0.899344, -2.609733], [2.532733, 2.620555, -2.117515], [0.426824, 0.099534, -1.733741], [-1.686249, -2.896644, 0.759548], [1.783519, 1.929233, -2.190972], [0.957909, 1.803732, -0.743735], [-0.546911, -1.448215, -0.165244], [-1.136942, -1.136984, 2.076055], [-0.683897, 0.106208, 1.348774]],
  "atomic_forces_ev_per_a": [[3.674, 4.605, -2.768], [-4.784, -1.606, 4.553], [-0.397, 1.647, -0.928], [-2.212, 3.816, 2.359], [-0.398, -0.244, 0.716], [0.151, -0.406, -0.651], [0.905, 0.520, 1.612], [-0.482, -3.305, 0.528], [1.243, -3.245, -2.846], [0.454, -1.145, 0.718], [0.128, 0.166, -4.636], [1.717, -0.804, 1.345]]
}

=====

No. 7
{
  "formula": "C3H4N4O",
  "method": "ωB97M-V with the def2-TZVPD basis set",
  "smiles": "C=Nn1cnc(=O)[nH]1",
  "homo_energy_ev": -9.5,
  "max_force_ha_per_bohr": 0.03970,
  "orbital_gap_ev": 9.47,
  "symbols": ["C", "C", "C", "H", "H", "H", "H", "N", "N", "N", "N", "O"],
  "positions_angstrom": [[-0.027084, -0.640939, -2.598217], [-0.242993, -1.110376, 0.892023], [0.318392, 0.953653, 1.138103], [-0.114093, -1.217397, -3.519727], [0.397568, 0.342258, -2.673452], [-0.241058, -2.237916, 0.997010], [-0.587342, 1.378869, -0.709252], [-0.366425, -1.287712, -1.545490], [-0.471905, -0.588115, -0.381696], [0.079209, -0.247896, 1.789418], [0.022635, 0.724720, -0.290176], [0.676306, 2.039148, 1.538697]],
  "atomic_forces_ev_per_a": [[-0.130, -1.495, -0.051], [-0.010, -1.464, -1.271], [-0.514, 1.388, -1.406], [0.232, 0.074, 0.235], [-0.211, 0.552, 0.373], [-0.383, 1.602, 0.058], [-0.624, 0.988, -0.361], [-0.259, 0.386, -0.379], [0.964, 0.632, 1.389], [0.531, -0.504, 0.292], [0.832, -0.718, 1.241], [-0.428, -1.442, -0.122]]
}

=====

No. 8
{
  "formula": "C3H4N4O",
  "method": "ωB97M-V with the def2-TZVPD basis set",
  "smiles": "[H]/N=C/n1cno/c1=N/[H]",
  "homo_energy_ev": -9.5,
  "max_force_ha_per_bohr": 0.11703,
  "orbital_gap_ev": 9.86,
  "symbols": ["C", "C", "C", "H", "H", "H", "H", "N", "N", "N", "N", "O"],
  "positions_angstrom": [[-1.120170, 0.511416, 0.232745], [0.034795, -1.532840, -0.304606], [1.363747, 0.442039, -0.060305], [-2.891557, 0.451999, 0.450362], [-1.076851, 1.483060, 1.088076], [-0.799718, -2.257424, -0.221229], [1.387812, 2.412024, -0.731979], [-2.146224, -0.158483, -0.086005], [0.014626, -0.185732, -0.549783], [1.250240, -2.000121, 0.072334], [1.877430, 1.581950, -0.138240], [2.105868, -0.747890, 0.248635]],
  "atomic_forces_ev_per_a": [[0.594, -0.921, -0.903], [4.536, -2.185, 1.863], [-0.400, -3.845, -2.091], [0.740, -2.158, -1.259], [0.656, -2.939, -3.006], [0.514, 0.992, -0.694], [1.006, -3.052, 2.188], [-2.932, 3.961, 2.834], [1.030, 4.750, 3.548], [-2.386, 3.424, -0.565], [-1.535, 1.601, -1.431], [-1.821, 0.372, -0.484]]
}

=====

No. 9
{
  "formula": "C3H4N4O",
  "method": "ωB97M-V with the def2-TZVPD basis set",
  "smiles": "[H]/N=c1\\nnn(C=C)o1",
  "homo_energy_ev": -9.2,
  "max_force_ha_per_bohr": 0.07992,
  "orbital_gap_ev": 9.19,
  "symbols": ["C", "C", "C", "H", "H", "H", "H", "N", "N", "N", "N", "O"],
  "positions_angstrom": [[2.210905, 1.216726, -1.472624], [1.225335, 1.399913, -0.604071], [-1.124464, -0.608071, 0.939706], [2.304429, 0.280372, -2.025863], [2.872610, 2.026946, -1.606292], [1.089546, 2.283809, -0.035047], [-1.788908, -1.928114, 2.008215], [0.142041, 0.492782, -0.536882], [0.303828, -0.847256, -0.753862], [-0.411910, -1.531142, 0.013368], [-1.679169, -0.928608, 1.982154], [-0.853983, 0.623142, 0.443436]],
  "atomic_forces_ev_per_a": [[-0.721, -0.819, 0.399], [-0.259, -0.647, -0.825], [2.786, -1.109, -2.810], [0.041, 0.506, 0.029], [0.897, 0.457, -0.135], [-0.242, 0.582, 0.421], [0.032, -0.415, 0.150], [-1.063, -1.826, 0.061], [-0.032, 0.145, 0.771], [-0.250, 1.024, -0.282], [-1.365, 0.632, 1.228], [0.176, 1.469, 0.993]]
}

=====

No. 10
{
  "formula": "C3H4N4O",
  "method": "ωB97M-V with the def2-TZVPD basis set",
  "smiles": "[H]/N=c1/ncon1N=C",
  "homo_energy_ev": -8.7,
  "max_force_ha_per_bohr": 0.11723,
  "orbital_gap_ev": 8.80,
  "symbols": ["C", "C", "C", "H", "H", "H", "H", "N", "N", "N", "N", "O"],
  "positions_angstrom": [[-2.482356, -0.124617, 0.222106], [1.009516, -1.496035, 0.017506], [0.964988, 0.634503, 0.064196], [-3.468005, 0.382037, 0.213509], [-2.186678, -1.140145, 0.518296], [1.181635, -2.568452, -0.321377], [0.698847, 2.490293, -0.212672], [-1.555429, 0.841677, -0.066092], [-0.342209, 0.164205, -0.248948], [1.780611, -0.524306, 0.279711], [1.383996, 1.795938, -0.002061], [-0.255934, -1.148680, -0.219859]],
  "atomic_forces_ev_per_a": [[1.426, 4.809, -0.571], [0.345, -0.668, -1.018], [-0.383, -0.509, -0.137], [0.434, -1.177, 0.385], [-0.695, 0.550, -0.491], [0.141, 1.490, 1.270], [-0.647, 0.319, -0.194], [-1.151, -5.865, 0.788], [1.308, 3.836, 0.111], [0.039, 0.172, -0.372], [1.330, 0.913, 0.598], [-2.148, -3.871, -0.367]]
}